Entry 1:
The following is a quantum chemistry calculation of a cluster of 8 separate species, C20H52B2F5NO12S8 in total at a distorted geometry, from the OMol25 dataset.

Output
- E_LUMO: -1.227 eV
- Kohn-Sham gap: 7.0 eV

```
100
Properties=species:S:1:pos:R:3:forces:R:3
N -4.554 -2.604 -3.099 2.3 1.4 0.5
B -3.654 -1.590 -2.499 -2.9 -0.8 1.3
O -4.116 -0.966 -1.264 2.3 -1.8 -1.7
B -2.181 -1.087 -3.168 -0.6 2.0 1.2
C -1.808 0.482 -2.897 0.8 -0.5 -1.4
C -0.333 0.899 -3.368 -0.7 1.3 -0.1
C 0.804 0.736 -2.252 0.9 -0.6 -0.6
C 0.352 -0.064 -0.958 -0.9 0.4 1.9
O -0.354 0.368 -0.036 1.8 -1.1 -3.1
O 0.804 -1.431 -0.862 0.5 2.6 -0.1
S -1.118 -2.263 -4.170 4.0 2.4 -4.6
O -1.393 -1.930 -5.630 -0.8 -1.0 3.7
O 0.363 -2.136 -3.953 -3.1 -1.0 0.8
C -1.535 -4.069 -3.963 -0.2 -2.6 0.0
F -2.525 -4.485 -4.898 1.8 1.2 2.3
F -1.884 -4.449 -2.654 0.3 1.0 -2.5
C -0.225 -4.956 -4.339 -0.2 -1.6 -0.5
F -0.714 -6.288 -4.476 1.2 2.6 0.4
F 0.732 -4.978 -3.331 -2.0 0.3 -2.6
F 0.263 -4.598 -5.593 -0.6 -0.7 3.0
H -4.317 -2.824 -4.071 -0.4 -0.4 0.7
H -4.666 -3.442 -2.520 -0.7 0.6 -0.5
H -3.305 -0.793 -0.732 -1.0 0.5 -0.1
H -2.060 0.786 -1.825 0.3 -0.5 -1.4
H -2.544 1.074 -3.563 0.8 -1.0 0.9
H -0.090 0.377 -4.358 -0.2 0.6 1.7
H -0.375 2.019 -3.628 0.1 -1.6 0.4
H 1.668 0.153 -2.740 -1.3 0.8 0.9
H 1.237 1.763 -1.990 -0.8 -1.6 0.1
H 1.787 -1.329 -0.921 -0.9 -0.5 -0.3
C -4.108 0.036 3.827 0.0 -0.1 0.0
S -3.403 1.349 2.808 0.2 0.1 0.0
O -3.645 0.985 1.377 0.0 -0.1 0.3
C -1.676 0.968 3.179 0.1 -0.2 -0.1
H -5.192 0.061 3.717 0.1 0.1 0.0
H -3.731 -0.934 3.498 0.0 0.1 -0.1
H -3.846 0.207 4.872 0.0 0.1 -0.1
H -1.449 -0.060 2.890 0.0 0.1 -0.1
H -1.493 1.108 4.246 -0.1 0.0 0.0
H -1.042 1.651 2.612 -0.1 0.0 0.0
C 5.787 -0.223 -0.882 0.0 0.0 -0.2
S 4.086 -0.018 -0.311 0.2 0.3 0.3
O 3.606 1.311 -0.798 0.2 -0.3 0.0
C 4.492 0.160 1.437 -0.1 0.1 -0.2
H 5.778 -0.315 -1.969 -0.1 0.0 0.1
H 6.382 0.647 -0.597 -0.1 0.0 0.1
H 6.211 -1.128 -0.446 -0.1 0.0 0.0
H 5.167 1.006 1.578 0.0 0.0 -0.2
H 4.958 -0.757 1.799 -0.1 0.0 0.0
H 3.570 0.337 1.988 0.1 -0.1 -0.1
C 2.934 -2.083 6.057 0.0 -0.1 -0.1
S 3.050 -0.393 5.432 0.0 -0.1 0.0
O 3.466 -0.474 3.998 0.0 -0.1 0.5
C 4.509 0.064 6.392 0.1 0.0 -0.1
H 2.101 -2.579 5.558 0.0 0.1 0.0
H 3.858 -2.623 5.844 0.0 0.1 0.0
H 2.750 -2.062 7.132 0.0 0.1 0.0
H 5.336 -0.608 6.159 -0.1 0.0 0.0
H 4.275 0.017 7.457 -0.1 0.0 -0.1
H 4.788 1.085 6.129 -0.1 -0.1 0.0
C -7.632 -6.876 -4.560 -0.1 0.0 -0.1
S -6.136 -6.055 -3.970 -0.1 0.2 -0.2
O -6.341 -4.583 -4.129 0.0 -0.6 -0.1
C -5.076 -6.606 -5.323 0.0 0.0 -0.1
H -8.448 -6.636 -3.878 0.1 0.0 0.0
H -7.880 -6.521 -5.562 0.1 0.1 0.0
H -7.475 -7.955 -4.571 0.0 0.0 0.0
H -5.484 -6.269 -6.278 -0.1 0.0 0.1
H -5.002 -7.695 -5.309 0.0 0.0 0.1
H -4.085 -6.176 -5.181 -0.1 0.0 0.1
C -8.406 3.389 2.706 0.0 0.1 0.1
S -6.771 2.774 2.247 0.1 0.0 0.0
O -5.850 3.054 3.391 -0.4 0.0 -0.2
C -6.450 4.018 0.979 0.1 0.1 0.0
H -8.788 2.775 3.522 0.1 0.0 -0.1
H -8.335 4.427 3.036 0.1 0.0 0.0
H -9.078 3.312 1.850 0.1 0.0 0.0
H -6.499 5.017 1.415 0.0 -0.1 0.1
H -7.185 3.920 0.178 0.0 -0.1 0.1
H -5.452 3.847 0.575 -0.1 -0.1 0.1
C 6.097 4.886 7.307 0.0 0.1 0.0
S 6.662 3.363 6.518 0.3 0.1 0.1
O 7.923 2.946 7.200 -0.4 0.2 -0.2
C 7.122 4.124 4.947 0.0 0.1 -0.1
H 5.793 4.653 8.328 0.0 -0.1 -0.1
H 6.907 5.617 7.328 0.0 -0.1 0.0
H 5.244 5.286 6.757 0.0 -0.1 0.0
H 7.869 4.903 5.115 0.0 -0.1 0.1
H 6.235 4.549 4.474 0.0 -0.1 0.1
H 7.542 3.353 4.301 -0.1 0.0 0.1
C 4.312 2.417 -4.381 0.1 0.0 -0.1
S 3.793 3.876 -3.453 -0.2 0.1 0.0
O 3.076 4.779 -4.403 0.3 -0.2 0.1
C 5.452 4.547 -3.216 0.1 0.0 -0.1
H 3.422 1.858 -4.672 0.0 0.1 0.1
H 4.858 2.719 -5.277 -0.1 0.1 0.0
H 4.943 1.789 -3.750 -0.1 0.1 0.1
H 5.927 4.718 -4.184 -0.1 0.0 0.0
H 6.046 3.850 -2.622 -0.1 0.0 0.0
H 5.366 5.494 -2.682 -0.1 -0.1 0.0
```
Forces are in eV/Å.



Entry 2:
The following is a quantum chemistry calculation of the molecule C22H25N3O3, from the OMol25 dataset.

Output
- E_LUMO: 0.437 eV
- SMILES: COc1ccc(/C=C(\NC(=O)c2ccccc2)C(=O)N2CCN(C)CC2)cc1
- Kohn-Sham gap: 8.4 eV

```
53
Properties=species:S:1:pos:R:3:forces:R:3
C 0.916 3.150 6.145 -0.2 0.1 0.1
O 2.067 2.583 5.570 0.3 -0.2 -0.2
C 1.975 2.038 4.326 0.1 -0.1 -0.1
C 0.818 1.990 3.556 0.0 0.2 0.4
C 0.842 1.400 2.305 0.2 0.0 -0.1
C 2.008 0.843 1.783 -0.1 0.1 0.3
C 2.063 0.214 0.469 -0.4 -0.3 -0.5
C 1.092 -0.502 -0.114 0.5 0.1 0.1
N -0.103 -0.833 0.520 0.0 0.0 0.3
C -1.208 -1.283 -0.142 0.0 0.2 0.1
O -1.286 -1.286 -1.355 0.0 -0.1 0.0
C -2.317 -1.749 0.736 -0.3 -0.2 0.1
C -2.555 -1.235 2.008 0.1 0.0 -0.2
C -3.615 -1.710 2.759 -0.1 0.0 0.1
C -4.441 -2.701 2.254 0.0 0.0 0.0
C -4.216 -3.208 0.985 0.0 0.0 0.0
C -3.165 -2.729 0.227 0.1 0.1 0.0
C 1.318 -1.206 -1.431 0.3 0.1 0.1
O 1.589 -2.393 -1.436 -0.1 -0.2 0.0
N 1.301 -0.448 -2.541 0.2 0.0 -0.2
C 1.423 -1.136 -3.817 0.1 -0.2 -0.2
C 1.451 -0.111 -4.946 0.2 0.0 0.2
N 0.255 0.720 -5.000 0.0 0.0 0.0
C -0.759 0.228 -5.906 0.1 0.1 0.0
C -0.303 0.962 -3.674 -0.1 0.2 0.1
C 0.780 0.899 -2.602 -0.3 0.3 -0.1
C 3.171 0.930 2.554 -0.2 0.0 0.0
C 3.156 1.506 3.803 -0.1 0.1 0.2
H 1.224 3.516 7.123 -0.1 0.0 -0.1
H 0.539 3.988 5.549 0.0 0.0 0.0
H 0.121 2.408 6.271 0.0 0.0 0.0
H -0.106 2.417 3.915 -0.1 0.1 0.1
H -0.058 1.421 1.706 -0.1 0.0 0.0
H 3.001 0.306 -0.060 0.1 -0.1 -0.2
H -0.095 -0.827 1.531 -0.1 -0.1 -0.2
H -1.939 -0.444 2.413 0.1 0.1 0.0
H -3.799 -1.303 3.742 0.0 0.0 0.1
H -5.264 -3.071 2.848 -0.1 0.0 0.0
H -4.863 -3.976 0.586 0.0 -0.1 0.0
H -2.976 -3.106 -0.766 0.0 0.0 -0.1
H 2.338 -1.734 -3.803 -0.1 0.0 -0.1
H 0.577 -1.824 -3.938 0.1 0.0 0.0
H 2.317 0.546 -4.811 0.1 -0.2 -0.1
H 1.571 -0.624 -5.901 0.0 0.0 0.0
H -1.176 -0.745 -5.606 0.0 0.0 0.0
H -1.572 0.952 -5.940 -0.1 0.0 -0.1
H -0.336 0.139 -6.905 -0.1 0.0 -0.1
H -0.770 1.953 -3.676 0.0 -0.1 0.1
H -1.071 0.217 -3.411 0.0 0.1 0.0
H 1.585 1.606 -2.833 -0.1 0.0 0.1
H 0.354 1.164 -1.634 0.1 0.0 -0.2
H 4.092 0.523 2.165 0.1 0.0 0.0
H 4.051 1.564 4.402 0.1 0.0 0.1
```
Forces are in eV/Å.



Entry 3:
The following is a quantum chemistry calculation of a structure of composition C18H22ClN3NdSSi at a distorted geometry, from the OMol25 dataset.

Output
- Total charge: +1
- E_LUMO (spin up / spin down): -2.928 / -2.829 eV
- Kohn-Sham gap (spin up / spin down): 7.5 / 7.6 eV
- Multiplicity: 4
- ⟨S²⟩: 3.755

```
47
Properties=species:S:1:pos:R:3:forces:R:3
Nd -1.652 1.102 0.298 -1.4 -0.6 0.0
C 4.417 1.657 -0.537 0.1 -1.8 -0.3
Si 3.315 0.452 -1.549 -0.1 1.7 0.5
C 2.383 1.332 -2.947 0.6 0.0 -0.8
C 4.360 -0.847 -2.291 -0.7 -0.7 1.1
C 2.194 -0.379 -0.266 -0.8 -1.6 0.2
C 2.314 -1.745 0.027 2.6 1.3 -1.9
C 1.435 -2.524 0.679 -2.1 0.0 2.1
C 0.269 -1.891 1.110 0.1 0.4 -0.1
N 0.077 -0.567 0.876 -0.5 -1.3 0.6
C 1.023 0.137 0.274 0.4 1.3 -1.2
S 0.718 1.853 -0.059 1.1 1.0 0.1
H 5.080 2.245 -1.164 0.4 -0.2 -0.1
H 4.975 0.945 0.148 -0.3 1.2 -0.6
H 3.848 2.369 0.025 -0.5 0.2 0.6
H 3.174 1.539 -3.736 -0.8 0.0 0.9
H 1.908 2.280 -2.633 0.3 -0.5 -0.3
H 1.651 0.709 -3.497 0.2 0.2 0.5
H 5.079 -0.356 -2.855 1.9 0.9 -0.8
H 3.879 -1.469 -2.992 -1.0 -0.8 -0.9
H 4.784 -1.520 -1.562 0.6 0.0 0.2
H 3.217 -2.198 -0.349 0.2 -0.4 0.0
H 1.704 -3.507 1.018 -0.2 -0.4 -0.3
H -0.532 -2.368 1.674 0.2 -0.1 -0.2
Cl -4.584 1.050 0.414 0.1 -0.7 -0.1
C -3.834 -0.371 -0.429 -0.5 -0.5 0.5
C -4.028 -1.677 0.159 0.1 2.5 -0.1
C -3.542 -2.752 -0.498 -0.2 0.5 0.6
C -2.905 -2.576 -1.694 1.6 -0.3 -1.4
C -2.621 -1.324 -2.184 0.5 1.4 -1.2
C -3.135 -0.096 -1.657 -0.8 0.0 1.5
C -2.814 1.271 -2.018 0.5 -1.4 0.4
H -4.456 -1.785 1.146 -0.2 0.2 -0.1
H -3.511 -3.667 0.006 -0.3 -1.5 0.4
H -2.505 -3.482 -2.172 -0.1 0.7 0.0
H -1.983 -1.080 -3.043 -0.3 -1.0 0.0
H -3.549 2.001 -1.744 -0.4 0.3 -0.1
H -2.243 1.486 -2.914 -0.1 -0.2 0.0
N -0.995 2.361 4.608 -0.8 -1.6 0.3
C -1.617 1.109 4.917 0.7 2.0 -0.3
C -2.210 0.778 3.727 -0.4 -1.7 1.0
N -1.923 1.658 2.730 -0.2 1.2 0.5
C -1.256 2.628 3.329 0.5 0.3 -0.1
H -0.428 2.906 5.241 -0.2 0.1 -0.1
H -1.562 0.780 5.967 -0.3 -0.2 -1.1
H -2.902 -0.035 3.531 0.4 -0.1 0.1
H -1.019 3.568 2.883 0.5 0.2 -0.3
```
Forces are in eV/Å.



Entry 4:
The following is a quantum chemistry calculation of the molecule C6H10O, from the OMol25 dataset.

Output
- E_LUMO: 1.019 eV
- SMILES: C=CC/C=C\CO
- Kohn-Sham gap: 10.4 eV

```
17
Properties=species:S:1:pos:R:3:forces:R:3
C -2.383 -0.177 0.207 0.1 0.0 0.1
C -1.258 -0.520 0.833 -0.2 0.0 -0.1
C -0.250 -1.485 0.280 -0.1 0.0 0.0
C 1.195 -1.048 0.137 0.1 0.1 0.0
C 1.765 0.137 -0.095 -0.1 -0.1 0.0
C 1.227 1.538 -0.275 0.3 0.0 -0.1
O -0.020 1.862 0.281 -0.1 0.0 -0.1
H -3.092 0.517 0.650 0.1 -0.1 0.0
H -2.624 -0.565 -0.781 0.0 0.0 0.1
H -1.031 -0.092 1.809 -0.1 -0.1 -0.1
H -0.597 -1.840 -0.702 0.0 0.0 0.1
H -0.254 -2.372 0.929 0.0 0.1 -0.1
H 1.884 -1.893 0.172 -0.1 0.1 0.0
H 2.848 0.114 -0.231 -0.2 0.0 0.0
H 1.935 2.227 0.197 0.0 -0.1 -0.1
H 1.253 1.767 -1.355 0.0 0.0 0.1
H -0.706 1.326 -0.140 0.1 0.1 0.1
```
Forces are in eV/Å.